Computed, not measured: a 2-piece molecular cluster, C18H20Cl2FN2 overall at a distorted geometry, with wB97M-V/def2-TZVPD.

Last column: Löwdin charge in e.
Element x y z (Å)
Cl1 -1.19161 4.14620 0.01533  0.71
C1 0.28339 4.83801 -0.54345  -0.74
N1 1.38543 4.24519 -0.15308  0.02
F1 1.47213 -0.68444 -1.17179  0.03
C2 2.54224 4.57833 -0.68499  -0.76
Cl2 3.89754 3.60766 -0.29951  0.70
C3 2.71240 5.75140 -1.45910  -0.06
C4 1.53834 6.49934 -1.73784  -0.04
C5 0.31614 6.03148 -1.28860  -0.08
H1 3.70140 6.02660 -1.76777  0.10
H2 1.61329 7.41462 -2.31800  0.12
H3 -0.65590 6.54439 -1.45253  0.12
C6 -0.60753 0.68917 0.13512  0.02
N2 -0.74108 -0.79198 0.29165  0.01
C7 0.26867 -1.57717 0.47948  -0.08
C8 1.60400 -1.06085 0.12169  -0.28
C9 2.84394 -1.97108 0.11222  -0.08
C10 2.68347 -3.38765 0.58797  -0.18
C11 1.33165 -3.79171 1.13482  -0.15
C12 0.09909 -3.02870 0.59626  -0.07
C13 -2.08647 -1.30108 0.30812  -0.23
C14 -2.73757 -1.67550 -0.88780  0.00
C15 -4.02191 -2.20788 -0.84819  -0.05
C16 -4.68228 -2.35142 0.37638  -0.05
C17 -4.06034 -1.95273 1.56464  -0.06
C18 -2.77994 -1.42188 1.53626  -0.01
H4 -1.61129 1.11112 0.12192  0.09
H5 -0.05752 1.09556 0.99416  0.11
H6 -0.09260 0.95631 -0.79959  0.11
H7 1.82596 -0.18624 0.70476  0.15
H8 2.72753 -1.88790 -0.92637  0.10
H9 3.82163 -1.47488 0.42041  0.16
H10 2.86793 -3.95775 -0.30751  0.11
H11 3.44783 -3.66950 1.30156  0.12
H12 1.16244 -4.83991 0.91535  0.12
H13 1.33515 -3.67574 2.23088  0.13
H14 -0.73529 -3.17532 1.28413  0.13
H15 -0.20893 -3.47324 -0.35073  0.16
H16 -2.18588 -1.55457 -1.82976  0.13
H17 -4.50302 -2.50278 -1.77653  0.12
H18 -5.68613 -2.77499 0.40348  0.12
H19 -4.57621 -2.05535 2.51463  0.12
H20 -2.26011 -1.10317 2.45189  0.13

Output
total charge: +1
E_HOMO: -11.57 eV
energy relative to the best compared isomer or geometry (same formula, charge and spin): 42.5 kJ/mol